Entry 1:
The following is a quantum chemistry calculation of a cluster of 2 separate species, C5H11N5O3P in total in a non-equilibrium geometry, from the OMol25 dataset.

Cartesian coordinates (Å):
O  0.5669  0.5082  -3.9321
P  -0.8295  0.0271  -3.5880
O  -0.7906  -1.5702  -2.9386
O  -1.7204  -0.1246  -5.0500
C  -1.8266  1.1903  -2.4857
N  -1.0505  1.8344  -1.3978
C  -0.6203  1.2514  -0.2742
N  0.1029  1.9172  0.7964
C  0.2930  0.8509  1.7337
N  -0.2552  -0.3764  1.2377
N  -0.8185  -0.1300  0.0293
H  -1.6773  -1.7141  -2.5415
H  -2.5901  -0.4957  -4.7575
H  -2.6458  0.5588  -1.9896
H  -2.2827  1.9983  -3.1546
H  -0.8560  2.8447  -1.4990
H  0.7980  0.8751  2.7573
H  -0.2497  -1.3054  1.6832
H  -1.2693  -0.8724  -0.5159
C  3.3184  -0.9018  4.2876
C  2.2037  -1.8506  4.3722
N  1.3262  -2.5923  4.4344
H  4.2551  -1.3486  4.6272
H  3.4768  -0.5578  3.2628
H  3.1414  -0.0165  4.9027

Output
DFT total energy (Eh): -1037.73975
M (u): 220.15
Total charge: +1
Relative energy (zero: lowest compared OMol25 entry of this formula, charge and spin) (eV): 0.000

Entry 2:
The following is a quantum chemistry calculation of the molecule C3H6N2S3 in a non-equilibrium geometry, from the OMol25 dataset.

Cartesian coordinates (Å):
N  0.0209  -2.6107  0.7548
N  0.2692  -2.2042  -0.5950
C  0.7242  -0.9307  -0.9000
S  1.0926  -0.6457  -2.4293
C  0.8524  0.1855  0.0568
C  -0.2960  1.1240  0.6721
S  -0.3389  2.6502  0.3263
S  -1.4950  0.5149  1.8742
H  0.5576  -3.4536  1.0066
H  -0.9812  -2.8020  0.7184
H  0.0330  -2.8029  -1.2815
H  1.6812  0.7636  -0.4016
H  1.4384  -0.0297  1.1598
H  -0.5835  -0.5546  2.3675

Output
DFT total energy (Eh): -1421.87551
M (u): 166.30
Relative energy (zero: lowest compared OMol25 entry of this formula, charge and spin) (eV): 3.347

Entry 3:
The following is a quantum chemistry calculation of a cluster of 2 separate species, C2H2N2O in total in a non-equilibrium geometry, from the OMol25 dataset.

Cartesian coordinates (Å):
C  -2.0490  0.4610  0.4339
C  0.8894  -0.5707  -0.2555
N  -3.1084  0.5616  0.0106
N  0.6178  0.3298  0.5723
O  0.5673  -1.6175  -0.7057
H  2.1558  -0.4268  -0.5157
H  0.9272  1.2626  0.4600

Output
DFT total energy (Eh): -261.92917
M (u): 70.05
Relative energy (zero: lowest compared OMol25 entry of this formula, charge and spin) (eV): 6.388

Entry 4:
The following is a quantum chemistry calculation of a structure of composition C39H45GaN5O in a non-equilibrium geometry, from the OMol25 dataset.

Cartesian coordinates (Å):
Ga  -0.7867  0.8804  0.0292
N  -3.2715  -1.3558  2.9751
N  -3.5336  1.8887  -1.0277
C  1.8837  -0.8251  -1.6877
C  0.7348  -1.6792  -1.6196
C  0.8590  -2.4825  -0.4594
C  -0.0446  -3.5644  -0.0367
H  -0.4432  -4.1076  -0.9118
H  -0.8911  -3.1630  0.5494
H  0.5002  -4.2973  0.5821
C  1.9956  -2.0113  0.2630
C  2.3597  -2.3479  1.6506
H  1.7571  -3.2017  2.0358
H  2.1931  -1.4915  2.3591
H  3.4484  -2.6344  1.7063
C  2.7062  -1.0949  -0.5651
C  4.0450  -0.5438  -0.2487
H  4.0071  0.1774  0.5927
H  4.5029  -0.0284  -1.1111
H  4.7294  -1.3649  0.0481
C  -0.3945  -1.7053  -2.5684
H  -0.4089  -2.6419  -3.1693
H  -0.3416  -0.8848  -3.3132
H  -1.3943  -1.6211  -2.0860
C  2.1528  0.1715  -2.7349
H  2.6046  1.0997  -2.3307
H  1.2422  0.4837  -3.2800
H  2.8561  -0.2149  -3.5010
C  -3.9570  -1.1416  4.1006
H  -4.4494  -2.0028  4.5809
C  -4.1039  0.1331  4.7350
H  -4.6349  0.1833  5.7027
C  -3.7360  1.2348  3.9881
H  -3.9623  2.2635  4.3989
C  -3.0543  1.0481  2.8078
H  -2.7214  1.8370  2.1400
C  -2.5969  -0.2969  2.4378
C  -1.4330  -0.6141  1.5190
H  -1.7291  -1.3530  0.7689
C  -2.1619  1.8765  -1.1042
C  -4.0959  2.5184  -2.1015
H  -5.1684  2.4827  -2.2629
C  -3.0818  2.9794  -2.9361
H  -3.0990  3.4424  -3.8782
N  -1.8631  2.5771  -2.3435
C  -0.5326  2.7430  -2.8704
C  -0.3821  2.4076  -4.2332
C  0.7166  2.9055  -4.9447
H  0.7720  2.6545  -6.0224
C  1.7597  3.5871  -4.3003
C  2.9807  3.9431  -5.0935
H  3.9101  3.9019  -4.4830
H  2.8782  4.9792  -5.4925
H  3.1098  3.2664  -5.9800
C  1.6618  3.8676  -2.9282
H  2.4682  4.4189  -2.4259
C  0.5458  3.4001  -2.1862
C  0.5224  3.6459  -0.7058
H  -0.4811  3.5423  -0.2623
H  0.8965  4.6420  -0.4386
H  1.1948  2.9224  -0.1895
C  -1.3993  1.5099  -4.8637
H  -2.4284  1.8911  -4.8947
H  -1.4083  0.5225  -4.3846
H  -1.1016  1.3775  -5.9025
C  0.3971  -0.8930  7.4590
N  0.1043  -0.2390  6.1925
N  -0.2102  -0.9893  5.0953
C  0.1428  -0.3014  3.9432
O  0.1264  -0.8283  2.8009
C  0.4767  1.0325  4.4067
C  0.5874  0.9589  5.7746
C  1.1874  1.9575  6.6880
C  -0.8667  -2.2624  5.1394
C  -1.8178  -2.5842  6.1037
C  -2.4723  -3.8289  6.0731
C  -2.2387  -4.7324  5.0219
C  -1.3292  -4.3842  4.0203
C  -0.6385  -3.1667  4.0855
H  0.9098  -0.1561  8.0816
H  1.0352  -1.7812  7.3393
H  -0.5288  -1.2006  7.9552
H  0.7180  1.8655  3.7614
H  0.5637  2.1378  7.5746
H  2.2062  1.6731  7.0053
H  1.2766  2.8927  6.1141
H  -2.0714  -1.8544  6.8740
H  -3.1918  -4.0847  6.8495
H  -2.7870  -5.6867  4.9795
H  -1.1674  -5.0643  3.1718
H  0.0671  -2.8691  3.3183

Output
DFT total energy (Eh): -3786.68721
M (u): 669.55
Total charge: -1
Relative energy (zero: lowest compared OMol25 entry of this formula, charge and spin) (eV): 1.123